Record 1
ORCA calculation (ωB97M-V/def2-TZVPD) on a 3-piece molecular cluster, C32H51ClF17N3O11PS2 overall.

The geometry in ORCA input format:
```
! RIJCOSX wB97M-V def2-TZVPD def2/J DEFGRID3
* xyz -1 1
C -0.968 4.458 3.781
O -1.654 4.927 2.569
C -1.575 3.804 1.663
C -1.996 4.132 0.153
C -0.986 3.318 -0.827
C -1.189 1.713 -0.651
C -0.231 0.842 -1.588
C 1.332 1.152 -1.482
P 2.530 -0.320 -1.619
C 1.850 -1.061 -3.245
C 2.747 -0.825 -4.549
C 3.018 0.704 -4.933
S 4.833 1.058 -5.295
O 5.757 0.018 -4.732
O 5.104 1.110 -6.794
O 5.304 2.535 -4.615
O 3.676 -1.708 -1.718
N 4.895 -1.316 -2.125
O 5.686 -2.197 -1.907
O 1.636 -1.447 -0.613
C 1.862 -1.314 0.839
C 2.383 -2.768 1.236
C 1.305 -3.923 1.403
C 0.277 -4.135 0.208
F 0.791 -4.861 -0.919
C 0.422 -0.776 1.294
C -0.093 -1.239 2.738
C -1.487 -2.082 2.686
Cl -0.437 0.192 3.882
C 3.157 -0.315 1.051
C 3.162 0.391 2.479
C 3.269 1.973 2.588
O 2.832 2.764 1.465
C 4.741 2.463 3.100
N 4.948 3.929 2.977
N 4.521 -1.042 1.072
C 5.470 -0.232 0.789
S 6.708 0.765 0.258
O 3.278 0.399 -0.179
H 0.164 4.388 3.574
H -1.313 3.366 3.935
H -1.222 5.133 4.664
H -2.177 2.892 1.997
H -0.469 3.467 1.629
H -3.092 3.840 -0.067
H -1.953 5.269 -0.036
H -1.389 3.538 -1.896
H 0.100 3.642 -0.709
H -1.207 1.403 0.448
H -2.266 1.525 -1.035
H -0.544 1.093 -2.676
H -0.513 -0.272 -1.471
H 1.515 1.713 -0.509
H 1.589 1.890 -2.339
H 3.622 0.381 -2.283
H 1.835 -2.205 -3.073
H 0.782 -0.776 -3.514
H 3.695 -1.477 -4.508
H 2.145 -1.266 -5.433
H 2.705 1.466 -4.146
H 2.488 0.940 -5.930
H 6.287 2.604 -4.726
H 2.909 -2.665 2.263
H 3.118 -3.110 0.416
H 1.891 -4.915 1.510
H 0.691 -3.852 2.377
H -0.605 -4.751 0.634
H -0.205 -3.144 -0.134
H 0.525 0.373 1.348
H -0.380 -1.101 0.540
H 0.683 -1.882 3.292
H -1.361 -3.102 2.199
H -1.766 -2.268 3.789
H -2.265 -1.414 2.169
H 2.239 0.071 3.100
H 4.042 -0.036 3.096
H 2.579 2.291 3.466
H 1.852 2.795 1.536
H 4.727 2.237 4.235
H 5.591 1.844 2.671
H 4.056 4.431 3.044
H 5.461 4.139 2.115
C -2.026 -9.151 3.285
C -3.238 -8.964 4.224
C -4.282 -7.930 3.792
F -3.779 -6.689 3.673
F -5.274 -7.849 4.716
F -2.787 -8.710 5.475
F -3.871 -10.174 4.295
O -0.819 -8.440 3.606
C -0.723 -7.095 3.185
C -0.687 -6.105 4.358
F -1.758 -6.241 5.167
F -0.700 -4.826 3.905
F -1.700 -6.831 2.299
F 0.437 -7.004 2.496
H -1.739 -10.202 3.374
H -2.297 -9.028 2.233
H -4.738 -8.210 2.839
H 0.211 -6.250 4.963
C -3.695 6.054 -4.028
C -3.842 4.530 -3.828
C -4.521 3.761 -4.966
F -5.778 4.175 -5.207
F -4.609 2.444 -4.656
F -4.457 4.300 -2.643
F -2.579 4.028 -3.695
O -4.688 6.903 -3.427
C -5.894 7.099 -4.133
C -7.110 6.495 -3.415
F -6.947 5.180 -3.168
F -8.225 6.616 -4.176
F -5.753 6.658 -5.396
F -6.059 8.440 -4.225
H -2.770 6.334 -3.515
H -3.520 6.318 -5.074
H -3.946 3.847 -5.892
H -7.285 6.996 -2.460
*
```

Here are the Löwdin charges for atoms 1 to 6, given in e: atom 1 (C): -0.110, atom 2 (O): -0.219, atom 3 (C): -0.264, atom 4 (C): -0.165, atom 5 (C): -0.191, atom 6 (C): -0.211

Record 2
ORCA calculation (ωB97M-V/def2-TZVPD) on a 3-piece molecular cluster, C32H51N2O9PSi overall.

Its energy above the lowest of the compared OMol25 structures with the same formula, charge and spin is 424.9 kJ/mol. As for the SMILES: CCCCCCCC[Si@](CCCCn1cccc1)(CC(=O)c1ccccc1)P(=N)(O)O.C[C@@H]1COC(=O)O1.C[C@@H]1COC(=O)O1.

The geometry in ORCA input format:
```
! RIJCOSX wB97M-V def2-TZVPD def2/J DEFGRID3
* xyz 0 1
C 3.524 2.348 3.489
C 2.944 2.741 2.062
C 3.640 4.000 1.425
C 2.881 4.633 0.197
C 2.829 3.717 -1.098
C 1.581 2.714 -0.932
C 0.722 2.545 -2.259
C -0.762 3.018 -1.956
Si -1.788 1.718 -0.960
C -0.922 0.006 -0.879
C -0.704 -0.544 0.591
C -0.267 -2.092 0.598
C 0.749 -2.460 -0.541
N 2.098 -1.895 -0.365
C 2.647 -1.071 0.621
C 4.071 -0.791 0.401
C 4.398 -1.543 -0.878
C 3.129 -2.177 -1.280
C -3.389 1.439 -2.004
C -4.507 2.508 -1.785
O -4.766 3.386 -2.591
C -5.361 2.401 -0.481
C -5.857 1.062 -0.039
C -6.628 0.958 1.216
C -6.930 2.135 2.050
C -6.453 3.455 1.619
C -5.674 3.564 0.356
P -2.157 2.606 1.050
N -0.859 2.609 1.970
O -2.598 4.233 0.838
O -3.331 1.782 1.954
H 4.633 2.173 3.470
H 3.023 1.428 3.911
H 3.324 3.170 4.239
H 3.028 1.821 1.404
H 1.833 2.889 2.221
H 3.654 4.796 2.236
H 4.718 3.760 1.216
H 1.872 5.000 0.537
H 3.463 5.568 -0.086
H 3.791 3.150 -1.195
H 2.613 4.403 -1.964
H 1.972 1.715 -0.581
H 0.916 3.210 -0.164
H 1.143 3.279 -3.014
H 0.799 1.534 -2.740
H -0.744 4.023 -1.432
H -1.279 3.212 -2.946
H -1.591 -0.750 -1.401
H 0.058 -0.021 -1.427
H -1.698 -0.513 1.131
H 0.078 -0.005 1.181
H -1.151 -2.787 0.637
H 0.289 -2.232 1.577
H 0.870 -3.588 -0.518
H 0.396 -2.216 -1.580
H 2.065 -0.687 1.487
H 4.766 -0.198 1.032
H 5.389 -1.615 -1.390
H 3.056 -2.824 -2.182
H -3.042 1.482 -3.083
H -3.848 0.424 -1.860
H -5.671 0.116 -0.598
H -6.991 -0.032 1.583
H -7.484 2.094 3.025
H -6.609 4.411 2.171
H -5.277 4.565 0.034
H -0.095 2.161 1.456
H -2.782 4.335 -0.121
H -3.526 0.946 1.491
C 8.450 -4.439 -0.935
C 8.076 -4.161 0.503
C 7.164 -5.197 1.101
O 6.456 -4.448 2.086
C 6.429 -3.157 1.650
O 5.744 -2.304 2.114
O 7.286 -2.975 0.605
H 9.108 -3.655 -1.314
H 8.960 -5.399 -1.031
H 7.565 -4.442 -1.575
H 8.977 -4.023 1.110
H 7.710 -6.022 1.560
H 6.440 -5.602 0.387
C -6.149 -5.434 -1.005
C -5.574 -4.039 -0.918
C -6.617 -2.956 -0.907
O -5.915 -1.854 -1.482
C -4.962 -2.383 -2.301
O -4.336 -1.755 -3.096
O -4.824 -3.720 -2.094
H -5.347 -6.175 -1.012
H -6.809 -5.643 -0.161
H -6.707 -5.569 -1.935
H -4.904 -3.959 -0.055
H -6.960 -2.716 0.099
H -7.483 -3.180 -1.536
*
```

Here are the Löwdin charges for atoms 1 to 6, given in e: atom 1 (C): -0.126, atom 2 (C): -0.266, atom 3 (C): -0.217, atom 4 (C): -0.222, atom 5 (C): -0.172, atom 6 (C): -0.205

Record 3
ORCA calculation (ωB97M-V/def2-TZVPD) on a 11-piece molecular cluster, C32H52BCl30N2O10P2 overall.

The geometry in ORCA input format:
```
! RIJCOSX wB97M-V def2-TZVPD def2/J DEFGRID3
* xyz 1 1
C -0.682 -4.700 6.464
C -0.566 -3.281 7.048
C -1.947 -2.668 7.351
C -2.482 -1.840 6.142
C -2.335 -0.354 6.453
C -2.513 0.664 5.299
C -1.987 0.339 3.888
C -0.445 0.358 3.744
C 0.079 1.768 3.362
C 1.102 1.742 2.179
C 2.365 0.952 2.533
C 3.473 1.110 1.463
C 3.456 0.241 0.165
C 2.161 -0.466 -0.143
C 1.211 0.125 -1.025
C 1.392 1.481 -1.661
O 1.685 2.422 -1.022
O 1.163 1.527 -2.976
C 2.101 0.746 -3.774
C 1.445 -0.441 -4.453
C 0.138 -0.063 -5.177
O -0.728 -1.174 -5.347
C 0.010 -0.551 -1.308
C -0.247 -1.810 -0.704
P -1.843 -2.689 -1.063
N -1.578 -4.032 -1.754
O -2.629 -1.702 -2.047
O -2.666 -2.726 0.310
N 0.675 -2.375 0.123
B 0.287 -3.776 0.727
O -0.450 -3.809 1.864
O 0.673 -4.925 0.151
C 1.861 -1.738 0.417
P 2.980 -2.682 1.523
O 3.301 -3.962 0.878
O 4.284 -1.873 1.934
O 2.193 -2.866 2.891
H -0.641 -5.427 7.276
H -1.647 -4.834 5.972
H 0.095 -4.939 5.741
H -0.054 -2.647 6.319
H 0.069 -3.282 7.936
H -1.812 -2.026 8.221
H -2.616 -3.498 7.576
H -3.521 -2.141 5.993
H -1.921 -2.155 5.272
H -1.390 -0.217 6.986
H -3.124 -0.122 7.172
H -2.066 1.609 5.619
H -3.587 0.852 5.219
H -2.380 1.129 3.234
H -2.410 -0.590 3.498
H 0.020 0.049 4.685
H -0.166 -0.393 2.994
H 0.520 2.271 4.223
H -0.790 2.339 3.034
H 0.564 1.334 1.319
H 1.388 2.763 1.916
H 2.084 -0.072 2.781
H 2.759 1.375 3.460
H 3.359 2.135 1.107
H 4.457 1.073 1.928
H 4.260 -0.490 0.126
H 3.672 0.928 -0.651
H 2.599 1.401 -4.485
H 2.897 0.379 -3.117
H 2.133 -0.806 -5.218
H 1.263 -1.286 -3.781
H -0.397 0.709 -4.616
H 0.416 0.310 -6.157
H -0.633 -1.786 -4.613
H -0.703 -0.086 -1.975
H -1.986 -4.795 -1.215
H -2.665 -0.778 -1.760
H -2.743 -1.842 0.700
H -0.044 -3.251 2.543
H 1.119 -4.761 -0.691
H 4.998 -2.162 1.345
H 2.720 -2.523 3.633
C -5.051 -6.101 -2.579
Cl -4.738 -6.799 -0.993
Cl -4.735 -4.364 -2.523
Cl -4.060 -6.875 -3.814
H -6.092 -6.253 -2.829
C -0.732 3.778 -4.987
Cl -0.237 5.457 -4.752
Cl -2.478 3.665 -5.182
Cl 0.097 3.054 -6.370
H -0.446 3.218 -4.106
C 2.001 6.917 -6.343
Cl 2.635 7.193 -4.718
Cl 0.497 7.810 -6.585
Cl 3.195 7.350 -7.563
H 1.780 5.862 -6.444
C -5.387 0.665 -5.608
Cl -5.997 0.274 -7.211
Cl -3.742 0.051 -5.415
Cl -5.457 2.406 -5.321
H -6.021 0.179 -4.878
C -0.777 4.525 0.633
Cl -0.303 5.014 2.260
Cl -2.286 3.595 0.671
Cl -0.925 5.913 -0.434
H 0.000 3.879 0.241
C -2.931 -7.005 2.544
Cl -2.399 -6.675 4.191
Cl -4.294 -8.122 2.536
Cl -3.352 -5.509 1.706
H -2.111 -7.468 2.010
C 4.456 -3.159 -6.854
Cl 5.308 -2.447 -5.476
Cl 2.745 -3.374 -6.476
Cl 4.659 -2.167 -8.292
H 4.884 -4.133 -7.047
C 3.803 1.332 6.953
Cl 3.977 0.822 8.624
Cl 5.363 1.735 6.241
Cl 2.994 0.073 5.996
H 3.180 2.216 6.928
C 3.853 5.115 -1.795
Cl 4.133 4.554 -0.144
Cl 4.192 6.830 -1.955
Cl 4.818 4.170 -2.936
H 2.809 4.955 -2.030
C -3.064 9.409 -6.801
Cl -3.438 8.474 -5.351
Cl -4.048 8.874 -8.162
Cl -3.281 11.133 -6.507
H -2.025 9.240 -7.052
*
```

Here are the Löwdin charges for atoms 1 to 6, given in e: atom 1 (C): -0.126, atom 2 (C): -0.259, atom 3 (C): -0.204, atom 4 (C): -0.205, atom 5 (C): -0.205, atom 6 (C): -0.187

Record 4
ORCA calculation (ωB97M-V/def2-TZVPD) on C32H52BaNP2S3 as an isolated structure.

Its energy above the lowest of the compared OMol25 structures with the same formula, charge and spin is 79.2 kJ/mol.

The geometry in ORCA input format:
```
! RIJCOSX wB97M-V def2-TZVPD def2/J DEFGRID3
* xyz 1 1
Ba -0.302 -0.810 -0.529
C -1.086 3.307 -4.223
C -0.403 2.150 -3.497
C 1.121 2.305 -3.488
P -0.984 1.764 -1.757
C -2.735 2.384 -1.659
C -3.659 1.447 -2.435
C -3.165 2.496 -0.195
C -0.130 2.862 -0.598
C 0.056 4.216 -0.896
C 0.622 5.110 -0.007
C 0.805 6.563 -0.360
C 0.984 4.612 1.245
C 0.794 3.289 1.576
C 0.243 2.353 0.672
N 0.159 1.007 0.956
C 0.381 0.560 2.260
C -0.382 0.979 3.357
C -0.155 0.464 4.617
C 0.825 -0.506 4.834
C 1.064 -1.075 6.207
C 1.567 -0.947 3.748
C 1.381 -0.411 2.472
P 2.194 -0.901 0.922
C 3.415 -2.256 1.287
C 4.530 -1.920 2.287
C 2.620 -3.516 1.659
C 3.210 0.581 0.418
C 4.003 1.262 1.536
C 4.093 0.222 -0.777
H -0.656 3.401 -5.222
H -0.940 4.259 -3.715
H -2.157 3.141 -4.338
H -0.642 1.231 -4.043
H 1.412 3.241 -3.014
H 1.505 2.306 -4.509
H 1.603 1.488 -2.943
H -2.751 3.381 -2.107
H -3.694 0.461 -1.960
H -3.331 1.312 -3.468
H -4.676 1.841 -2.451
H -3.009 1.553 0.338
H -4.224 2.751 -0.135
H -2.600 3.271 0.321
H -0.255 4.586 -1.865
H 1.003 6.690 -1.424
H 1.632 6.999 0.199
H -0.096 7.134 -0.123
H 1.426 5.279 1.976
H 1.093 2.945 2.557
H -1.154 1.723 3.196
H -0.751 0.810 5.453
H 0.793 -0.357 6.980
H 2.112 -1.343 6.339
H 0.468 -1.976 6.367
H 2.317 -1.708 3.919
H 3.873 -2.453 0.313
H 4.203 -1.236 3.067
H 5.377 -1.460 1.778
H 4.893 -2.831 2.766
H 2.038 -3.379 2.570
H 3.293 -4.360 1.816
H 1.932 -3.782 0.852
H 2.457 1.294 0.078
H 4.958 0.771 1.717
H 3.439 1.284 2.469
H 4.207 2.296 1.251
H 4.888 -0.472 -0.498
H 4.563 1.124 -1.171
H 3.510 -0.236 -1.582
C -2.816 -4.035 -3.621
C -1.672 -4.946 -3.180
S -0.586 -4.254 -1.886
C -1.005 -5.261 -0.426
C -2.436 -5.119 0.057
S -2.788 -3.403 0.564
C -4.444 -3.126 -0.135
C -4.488 -2.802 -1.625
S -4.392 -4.261 -2.727
H -3.060 -4.252 -4.661
H -2.532 -2.986 -3.548
H -1.015 -5.135 -4.030
H -2.042 -5.905 -2.819
H -0.306 -4.924 0.342
H -0.785 -6.301 -0.663
H -2.599 -5.762 0.923
H -3.146 -5.378 -0.722
H -4.833 -2.276 0.429
H -5.051 -4.000 0.099
H -3.686 -2.120 -1.904
H -5.444 -2.327 -1.852
*
```

Here are the Löwdin charges for atoms 1 to 6, given in e: atom 1 (Ba): 1.414, atom 2 (C): -0.104, atom 3 (C): -0.548, atom 4 (C): -0.113, atom 5 (P): 0.901, atom 6 (C): -0.554

Result set for HOMO: -5.839 -7.713 -12.185 -9.215 eV, one per record in the order listed.
Result set for energy: -5537.18911 -2667.39772 -16625.72157 -3207.91469 Ha, one per record in the order listed.